# C8H14O5

C8H14O5 in the gas phase (wB97M-V/def2-TZVPD, OMol25).

Last column: Mulliken charge in e.
Element x y z (Å)
1 C 0.48045 0.27420 1.33305  -0.03
2 C 0.83122 1.67136 1.29058  0.65
3 C 0.33431 0.02452 -0.06722  0.48
4 C 1.85839 2.41698 0.43035  -1.34
5 C -0.01577 2.50497 2.19448  -1.37
6 C -0.43273 -2.66756 -0.17666  -0.61
7 C -1.04734 -0.36700 -0.64315  0.10
8 C -1.02125 -1.87524 -1.26979  -0.02
9 O -0.22899 -0.32226 2.12407  -0.70
10 O 1.27148 0.26055 -1.03894  -0.53
11 O -0.66489 -4.03111 -0.22792  -0.54
12 O -1.25166 0.54076 -1.66038  -0.59
13 O -0.44960 -2.01621 -2.52198  -0.60
14 H 2.54442 1.84751 -0.33574  0.21
15 H 2.48889 2.97449 1.05496  0.52
16 H 1.32572 3.19841 -0.11889  0.37
17 H -0.17406 3.45680 1.60030  0.32
18 H 0.57489 2.87435 3.05632  0.30
19 H -0.85532 1.93693 2.43099  0.42
20 H -0.81167 -2.22727 0.74888  0.34
21 H 0.66983 -2.30214 -0.25019  0.30
22 H -1.93447 -0.45648 0.09018  0.38
23 H -2.13668 -2.22775 -1.38467  0.30
24 H 0.92094 0.53737 -1.89452  0.41
25 H -1.57182 -4.14342 0.13055  0.37
26 H -1.28133 0.15955 -2.48514  0.38
27 H 0.57704 -2.04232 -2.40952  0.43

Forces on atoms 1 to 3 (eV/Å):
1.1 1.1 -1.6
0.6 -1.0 -0.5
-0.6 0.9 -1.8

Results
LUMO, hartree: 0.0065
Energy relative to the best compared isomer or geometry (same formula, charge and spin), kcal per mole: 73.04
E_tot, Ha: -689.2704
HOMO energy, eV: -7.97

# C19H18N5SV

A molecular structure, C19H18N5SV (wB97M-V/def2-TZVPD, OMol25).

Last column: Löwdin spin population.
Element x y z (Å)
1 V -0.00842 -0.50151 -0.85342  1.85
2 C -0.48852 1.02979 1.64678  0.00
3 N -0.03392 -0.33711 1.32988  -0.01
4 C -1.04732 -1.32871 1.71968  0.00
5 C -2.20752 -1.16961 0.77218  0.01
6 C -3.49242 -1.63231 1.00788  0.00
7 C -4.46692 -1.42661 0.04038  0.01
8 C -4.13072 -0.73181 -1.11462  0.00
9 C -2.82702 -0.29511 -1.27582  0.01
10 N -1.89002 -0.53241 -0.35892  -0.01
11 C 1.29918 -0.63041 1.88608  0.00
12 C 2.27718 -0.87481 0.77218  0.01
13 C 3.52148 -1.46071 0.95058  0.00
14 C 4.35368 -1.60371 -0.14932  0.01
15 C 3.93308 -1.12121 -1.38332  0.00
16 C 2.68078 -0.54111 -1.47572  0.01
17 N 1.86568 -0.45401 -0.42272  -0.01
18 C -0.13452 1.98729 0.53868  0.01
19 C -0.01472 3.35399 0.75488  0.00
20 C 0.26668 4.18949 -0.31522  0.01
21 C 0.42458 3.61919 -1.57212  0.00
22 C 0.29218 2.24909 -1.70622  0.02
23 N 0.01508 1.44329 -0.67782  0.01
24 H -0.07472 1.38719 2.59798  0.00
25 H -1.58182 1.04169 1.75488  0.00
26 H -1.36712 -1.21261 2.76578  0.00
27 H -0.62352 -2.33431 1.58718  0.00
28 H -3.72202 -2.13751 1.93148  0.00
29 H -5.47302 -1.78541 0.19468  0.00
30 H -4.86132 -0.52491 -1.87942  0.00
31 H -2.53082 0.28119 -2.14822  0.00
32 H 1.26238 -1.49691 2.55218  0.00
33 H 1.66598 0.21939 2.47718  0.00
34 H 3.82008 -1.80751 1.92628  0.00
35 H 5.31768 -2.07451 -0.04452  0.00
36 H 4.56298 -1.19361 -2.25702  0.00
37 H 2.32638 -0.11931 -2.41352  0.00
38 H -0.15492 3.75789 1.74578  0.00
39 H 0.35458 5.25499 -0.16952  0.00
40 H 0.63488 4.23099 -2.43312  0.00
41 H 0.39658 1.77589 -2.67722  0.00
42 S -0.21272 -1.41771 -3.11232  0.01
43 C -0.02832 -2.37671 -1.81502  0.01
44 N 0.10108 -2.69911 -0.69762  0.04

Forces on atoms 1 to 3 (eV/Å):
-0.2 -0.7 0.0
-0.2 0.6 0.1
0.0 0.0 -0.2

Results
LUMO (spin up / spin down), hartree: -0.2684 / -0.2507
Charge: +2
Spin multiplicity: 3
E_tot, Ha: -2350.3386
HOMO energy (spin up / spin down), eV: -15.52 / -15.78

# C4H4O3

C4H4O3 in the gas phase (wB97M-V/def2-TZVPD, OMol25).

Last column: Mulliken charge in e.
Element x y z (Å)
1 C -0.42478 2.36522 0.30642  -0.26
2 C 0.08356 1.27404 0.40994  -0.08
3 O 1.11900 0.34271 0.55484  -0.33
4 C 0.91060 -0.63133 -0.44181  -0.26
5 C -0.62553 -0.92629 -0.35571  0.57
6 O -1.34613 -0.95027 -1.34986  -0.53
7 O -0.89678 -1.68200 0.75154  -0.46
8 H -0.92908 3.29919 0.20008  0.42
9 H 1.15010 -0.24010 -1.43623  0.28
10 H 1.47451 -1.53870 -0.20994  0.28
11 H -0.51548 -1.31249 1.57076  0.37

Forces on atoms 1 to 3 (eV/Å):
0.0 -0.9 0.1
3.0 0.3 0.6
-2.0 2.3 0.5

Results
LUMO, hartree: 0.0000
Energy relative to the best compared isomer or geometry (same formula, charge and spin), kcal per mole: 85.33
E_tot, Ha: -380.4110
HOMO energy, eV: -10.25

# C4H14N2OS

2 unconnected molecules or ions with the total composition C4H14N2OS (wB97M-V/def2-TZVPD, OMol25).

Last column: Löwdin spin population.
Element x y z (Å)
1 N -0.82843 1.25547 0.58535  0.02
2 C -0.95067 -0.25863 0.32367  0.01
3 C -2.38762 -0.76661 0.44131  0.00
4 S -3.00911 -0.34524 2.10377  0.00
5 C -0.15037 -0.65026 -0.94296  0.08
6 N 1.34450 -0.70087 -0.85594  0.70
7 C 2.21009 -0.11125 -1.92619  0.07
8 H -1.66595 1.67734 1.02910  0.00
9 H -0.62795 1.76312 -0.27546  0.00
10 H -0.33610 -0.76772 1.15148  0.00
11 H -2.86151 -0.45611 -0.44239  0.00
12 H -2.43022 -1.90587 0.48758  0.00
13 H -1.97077 -0.64492 2.84125  0.00
14 H -0.33534 -0.08825 -1.81589  0.01
15 H -0.43191 -1.75116 -1.15530  0.05
16 H 1.63972 -0.47301 0.06544  0.02
17 H 1.48501 0.33108 -2.76800  0.00
18 H 2.83760 -0.81661 -2.28222  0.02
19 H 2.80840 0.74157 -1.49471  0.02
20 H 1.07026 1.19125 1.97566  0.00
21 H 2.59377 1.64777 1.30117  0.00
22 O 1.99660 1.12889 1.65327  0.00

Forces on atoms 1 to 3 (eV/Å):
-0.3 -1.2 -0.5
2.3 1.1 2.0
2.2 -2.7 1.4

Results
LUMO (spin up / spin down), hartree: -0.1047 / -0.2824
Charge: +1
Spin multiplicity: 2
Energy relative to the best compared isomer or geometry (same formula, charge and spin), kcal per mole: 27.74
E_tot, Ha: -743.3510
HOMO energy (spin up / spin down), eV: -12.59 / -12.58

# C9H26ClO6S

5 unconnected molecules or ions with the total composition C9H26ClO6S (wB97M-V/def2-TZVPD, OMol25).

Last column: Mulliken charge in e.
Element x y z (Å)
1 Cl -9.68130 10.13861 -26.45453  -0.70
2 C -10.17926 6.85871 -28.41160  -1.23
3 C -9.71542 6.45346 -27.02241  0.49
4 O -10.61372 6.93537 -26.01763  -0.48
5 H -10.45518 7.91415 -28.42343  0.32
6 H -11.02583 6.26412 -28.76356  0.34
7 H -9.38918 6.72726 -29.16126  0.34
8 H -8.72740 6.88524 -26.83434  -0.34
9 H -9.73222 5.37433 -26.88604  0.35
10 H -10.57315 7.90213 -26.07972  0.04
11 C -13.22302 8.57654 -22.92377  -1.24
12 C -12.04715 9.25582 -23.58274  0.54
13 O -12.42397 9.60337 -24.89584  -0.54
14 H -14.08648 9.24620 -23.00528  0.29
15 H -13.05102 8.44238 -21.85295  0.35
16 H -13.46297 7.63967 -23.41790  0.29
17 H -11.20132 8.55468 -23.62154  -0.19
18 H -11.72116 10.13603 -23.01261  0.29
19 H -11.62052 9.82312 -25.40186  0.11
20 C -5.79049 9.63985 -27.32497  -0.69
21 C -6.69468 9.12510 -28.43780  0.31
22 O -7.63822 10.08382 -28.84228  -0.51
23 H -6.43956 10.02244 -26.53322  0.10
24 H -5.17667 10.48241 -27.65392  0.34
25 H -5.14017 8.84868 -26.94142  0.13
26 H -7.21250 8.23833 -28.03547  -0.35
27 H -6.11378 8.76872 -29.29487  0.32
28 H -8.37530 9.99487 -28.20840  0.19
29 O -8.49148 5.56136 -23.17195  -0.63
30 S -7.46703 6.51419 -23.39972  1.24
31 O -6.38868 6.66625 -22.47156  -0.70
32 O -6.85827 6.13489 -24.81652  -0.23
33 C -5.47324 6.43813 -25.04163  -0.16
34 C -5.17941 6.18906 -26.49799  -1.16
35 C -8.18691 8.05774 -23.77959  -0.60
36 H -4.83699 5.84773 -24.38088  0.31
37 H -5.27357 7.48549 -24.79068  0.34
38 H -5.04382 5.12409 -26.69650  0.37
39 H -4.23842 6.67871 -26.74863  0.38
40 H -6.00159 6.55164 -27.11228  0.14
41 H -8.70998 7.93134 -24.72379  0.08
42 H -7.42297 8.82683 -23.85954  0.33
43 H -8.88314 8.30690 -22.98401  0.38

Forces on atoms 1 to 3 (eV/Å):
0.0 -0.3 0.1
0.1 -0.2 -0.5
-0.7 0.5 0.3

Results
LUMO, hartree: 0.1030
Charge: -1
Energy relative to the best compared isomer or geometry (same formula, charge and spin), kcal per mole: 0.00
E_tot, Ha: -1668.4143
HOMO energy, eV: -5.95

# C4H7NO

C4H7NO in the gas phase (wB97M-V/def2-TZVPD, OMol25).

Last column: Mulliken charge in e.
Element x y z (Å)
1 C 1.37309 0.59279 0.21787  -1.30
2 C 0.33407 -0.11771 -0.62930  0.35
3 C -0.43489 -1.18031 0.16870  -0.52
4 N -1.55473 -0.42468 0.75364  -0.49
5 C -1.62266 0.63263 0.05756  0.04
6 O -0.70888 0.84945 -0.91809  -0.41
7 H 1.66229 1.53890 -0.24690  0.35
8 H 0.93284 0.81016 1.19772  0.30
9 H 2.26240 -0.02602 0.36712  0.35
10 H 0.73394 -0.46844 -1.58357  0.33
11 H -0.84797 -1.97363 -0.46727  0.29
12 H 0.18106 -1.64667 0.94459  0.31
13 H -2.36256 1.41741 0.17374  0.39

Forces on atoms 1 to 3 (eV/Å):
0.1 0.0 0.1
0.2 -0.1 0.0
0.2 -0.2 -0.1

Results
LUMO, hartree: 0.0373
Energy relative to the best compared isomer or geometry (same formula, charge and spin), kcal per mole: 23.15
E_tot, Ha: -286.5948
HOMO energy, eV: -9.65

# C9H25AsBaF6NO8P

A molecular structure, C9H25AsBaF6NO8P (wB97M-V/def2-TZVPD, OMol25).

Last column: Mulliken charge in e.
Element x y z (Å)
1 Ba -0.68231 -0.12117 -2.38013  1.86
2 O -2.95299 0.02359 -3.65666  -0.99
3 H -3.61997 0.56206 -3.21014  0.08
4 O -0.71493 -2.44971 -3.66892  -1.02
5 H -0.55055 -3.22117 -3.12423  0.12
6 O 0.10813 0.61957 -4.74851  -0.91
7 H 0.68351 1.28057 -5.14604  0.01
8 As -3.14813 -3.11923 -0.39763  1.96
9 F -4.17872 -3.09073 -1.78160  -0.49
10 F -4.26912 -2.06852 0.50446  -0.53
11 F -2.08409 -3.14814 1.01114  -0.48
12 F -1.98661 -4.08059 -1.24781  -0.48
13 F -2.36098 -1.62286 -1.00550  -0.41
14 F -3.94924 -4.52022 0.29463  -0.54
15 C 2.83546 0.53366 -2.91098  0.07
16 O 1.94225 0.72120 -2.09311  -0.64
17 N 4.12392 0.75882 -2.65574  0.20
18 C 4.57701 1.12121 -1.30419  -0.88
19 C 5.19151 0.48480 -3.58888  -1.03
20 H 2.53361 0.12311 -3.89282  0.36
21 H 4.03350 1.96957 -0.87730  0.23
22 H 5.63715 1.32803 -1.33058  0.37
23 H 4.20333 0.33594 -0.63871  0.26
24 H 4.76869 0.58705 -4.59166  0.37
25 H 5.99787 1.21570 -3.50276  0.32
26 H 5.69178 -0.48929 -3.56216  0.31
27 C 2.54516 1.46376 2.19257  -1.16
28 C 1.43671 0.48424 2.55084  -0.25
29 O 0.16334 1.12369 2.53493  -0.33
30 P -0.98107 0.40609 1.63144  0.12
31 O -0.52365 0.24887 0.23600  -0.10
32 O -1.17925 -0.98078 2.41449  -0.04
33 C -1.50768 -0.99909 3.82450  -0.03
34 C -1.99555 -2.39235 4.09672  -1.18
35 O -2.34790 1.15761 1.86295  -0.27
36 C -2.60818 2.54162 1.64374  -0.29
37 C -2.95767 2.83282 0.20266  -0.92
38 H 2.60174 2.34602 2.83527  0.35
39 H 3.50853 0.97602 2.08818  0.37
40 H 2.18557 1.92583 1.26452  0.23
41 H 1.49268 -0.37107 1.87936  0.35
42 H 1.57175 0.10944 3.56843  0.26
43 H -0.53125 -0.78247 4.27007  0.13
44 H -2.25793 -0.25384 4.09089  0.26
45 H -1.25630 -3.19144 4.17867  0.30
46 H -2.51074 -2.48930 5.06171  0.38
47 H -2.70286 -2.69864 3.32483  0.25
48 H -3.28031 2.94561 2.40072  0.38
49 H -1.66662 3.08190 1.83502  0.23
50 H -3.69083 2.14143 -0.21039  0.29
51 H -3.26546 3.88135 0.15777  0.40
52 H -2.07233 2.75946 -0.43004  0.15

Forces on atoms 1 to 3 (eV/Å):
-1.2 -1.4 -3.3
0.1 0.8 0.7
-0.2 -0.1 0.0

Results
LUMO, hartree: 0.1419
Charge: -2
Energy relative to the best compared isomer or geometry (same formula, charge and spin), kcal per mole: 45.64
E_tot, Ha: -4216.6521
HOMO energy, eV: 0.14

# C3H28NO10S2

10 unconnected molecules or ions with the total composition C3H28NO10S2 (wB97M-V/def2-TZVPD, OMol25).

Last column: Löwdin spin population.
Element x y z (Å)
1 N 0.72213 2.16234 0.35216  0.03
2 C 0.79187 0.74273 -0.19939  0.02
3 C -0.52123 0.07860 0.13001  0.00
4 O -1.59382 1.03363 -0.09929  0.03
5 C 1.95184 -0.08806 0.32643  0.04
6 S 2.29818 -0.01922 2.11723  0.23
7 S 1.07309 -1.25393 3.11579  0.13
8 H -0.23809 2.30807 0.61373  0.01
9 H 0.84307 2.82124 -0.44513  0.02
10 H 1.34855 2.36222 1.14999  0.01
11 H 1.18063 0.98217 -1.18702  0.01
12 H -0.62374 -0.12227 1.19510  0.00
13 H -0.68876 -0.84871 -0.40235  0.00
14 H -2.07743 0.74123 -0.86950  0.00
15 H 1.80213 -1.15757 0.10789  0.01
16 H 2.94866 -0.16405 -0.10723  0.01
17 H 0.06364 -0.43037 3.46800  0.01
18 H -2.33419 -4.49451 0.44181  0.00
19 H -1.26489 -3.43993 0.09255  0.00
20 O -1.85588 -3.74513 0.80419  0.01
21 H 3.31141 3.33995 2.19389  0.06
22 H 2.26904 3.49475 3.21706  0.03
23 O 2.34849 3.30596 2.27717  0.10
24 H 0.41911 -1.94045 -3.42705  0.00
25 H 0.53365 -0.83334 -4.47526  0.00
26 O 0.02237 -1.61508 -4.24833  0.02
27 H -3.78975 0.20050 0.18521  0.00
28 H -3.29402 -1.20218 -0.18632  0.00
29 O -3.80610 -0.45625 -0.51134  0.00
30 H -2.15001 1.30970 1.98857  0.00
31 H -2.64671 1.77746 3.24965  0.00
32 O -1.78750 1.57888 2.84910  0.02
33 H -2.37053 -1.56021 2.91352  0.00
34 H -2.65492 -2.42113 1.62005  0.00
35 O -2.79744 -1.56452 2.05606  0.01
36 H 0.82401 3.83466 -2.49099  0.02
37 H 1.26144 2.32210 -2.71450  0.01
38 O 1.42031 3.13491 -2.21499  0.06
39 H 0.43632 -3.90642 -1.08823  0.01
40 H 0.03642 -2.87789 -2.12425  0.01
41 O 0.02949 -3.02597 -1.16363  0.03
42 H 2.59288 -0.65616 -2.26475  0.00
43 H 3.38553 0.18881 -3.38031  0.00
44 O 2.58075 0.10346 -2.86530  0.04

Forces on atoms 1 to 3 (eV/Å):
0.0 -0.5 -0.5
2.2 0.8 0.1
-1.2 1.0 -0.2

Results
LUMO (spin up / spin down), hartree: -0.0191 / -0.0188
Spin multiplicity: 2
E_tot, Ha: -1734.4607
HOMO energy (spin up / spin down), eV: -2.10 / -8.94